# 1
# C29H48CrN3OSSbSi3

C29H48CrN3OSSbSi3 as an isolated structure (the ωB97M-V functional and the def2-TZVPD basis, the OMol25 dataset).

Results
Max |F|, eV Å⁻¹: 0.80
Relative energy (zero: lowest compared OMol25 entry of this formula, charge and spin), kJ/mol: 58.9
Spin multiplicity: 3
HOMO (spin up / spin down), eV: -6.99 / -5.97
<S²>: 2.1070
Charge: 0

Each line ends with the Mulliken charge.
Cartesian coordinates (Å):
Cr -1.285 0.085 -0.768  0.035
O -1.851 2.003 -0.688  -0.056
N -3.050 2.342 -1.189  0.310
C -3.307 3.667 -1.268  -0.370
C -4.505 4.127 -1.729  -0.796
C -5.471 3.188 -2.119  -0.173
C -5.189 1.853 -2.032  -0.940
C -3.943 1.390 -1.556  0.664
S -3.526 -0.265 -1.456  -0.599
H -2.488 4.287 -0.938  0.436
H -4.682 5.191 -1.786  0.420
H -6.433 3.515 -2.490  0.385
H -5.907 1.103 -2.328  0.451
C -0.989 -1.150 3.409  -1.375
C -1.805 -1.234 2.117  2.705
C -1.865 -2.615 1.500  0.730
C -2.412 -3.603 2.312  -0.946
C -2.624 -4.888 1.856  -1.320
C -2.349 -5.171 0.532  -0.423
C -1.814 -4.219 -0.329  0.894
C -1.785 -4.625 -1.793  -0.976
C -0.724 -5.670 -2.137  -1.220
C -1.483 -2.941 0.184  -0.400
N -0.869 -1.947 -0.624  0.497
C 0.012 -2.303 -1.518  -0.347
C 0.387 -1.376 -2.512  0.122
C 1.144 -1.492 -3.688  -1.046
C 0.946 -0.307 -4.389  -1.159
C 0.088 0.485 -3.607  -0.745
N -0.250 -0.152 -2.482  0.740
H -1.355 -0.354 4.054  0.282
H 0.060 -0.947 3.193  -0.314
H -1.032 -2.085 3.967  0.629
H -1.428 -0.468 1.435  -2.212
H -2.838 -0.931 2.311  0.503
H -2.696 -3.344 3.326  0.541
H -3.048 -5.642 2.505  0.369
H -2.600 -6.145 0.128  0.413
H -1.698 -3.759 -2.445  0.352
H -2.765 -5.057 -2.011  0.573
H 0.289 -5.323 -1.921  0.307
H -0.769 -5.936 -3.194  0.391
H -0.875 -6.580 -1.554  0.358
H 0.441 -3.298 -1.514  0.561
H 1.733 -2.345 -3.990  0.490
H 1.360 -0.041 -5.349  0.427
H -0.298 1.468 -3.830  0.611
C 1.481 3.427 -2.092  -1.031
Si 2.545 2.287 -1.046  0.736
C 3.752 3.330 -0.057  -1.152
C 3.524 1.115 -2.117  -0.877
Sb 0.999 0.945 0.488  -1.105
Si 0.614 2.792 2.223  0.908
C -0.074 4.259 1.262  -0.902
C 2.144 3.316 3.182  -0.984
C -0.690 2.293 3.469  -1.272
Si 2.662 -0.809 1.351  0.911
C 1.816 -2.026 2.495  -1.065
C 4.127 -0.057 2.247  -1.206
C 3.276 -1.766 -0.150  -1.000
H 1.947 3.580 -3.069  0.514
H 1.375 4.404 -1.617  0.452
H 0.485 3.015 -2.251  0.014
H 4.499 3.739 -0.745  0.412
H 4.277 2.753 0.705  0.241
H 3.258 4.171 0.431  0.245
H 4.050 1.698 -2.880  0.433
H 2.892 0.387 -2.625  0.129
H 4.274 0.579 -1.531  0.226
H 0.166 4.223 0.201  -0.009
H 0.309 5.197 1.673  0.474
H -1.162 4.266 1.350  0.322
H 2.743 4.036 2.625  0.309
H 2.791 2.480 3.445  0.150
H 1.825 3.796 4.111  0.398
H -1.596 1.937 2.976  0.308
H -0.951 3.178 4.058  0.490
H -0.344 1.522 4.158  0.268
H 1.573 -1.593 3.467  0.424
H 2.503 -2.860 2.666  0.514
H 0.899 -2.431 2.060  0.100
H 3.827 0.603 3.062  0.232
H 4.762 0.511 1.564  0.263
H 4.735 -0.859 2.676  0.397
H 3.171 -2.838 0.037  0.472
H 4.334 -1.564 -0.331  0.488
H 2.732 -1.532 -1.064  -0.005

# 2
# C3H2N4O2

One molecule with the formula C3H2N4O2 (the ωB97M-V functional and the def2-TZVPD basis, the OMol25 dataset).

Results
Max |F|, eV Å⁻¹: 3.56
Relative energy (zero: lowest compared OMol25 entry of this formula, charge and spin), kJ/mol: 271.0
HOMO, eV: -8.68
Charge: 0

Each line ends with the natural charge from an NBO analysis.
Cartesian coordinates (Å):
C -0.110 -0.469 0.690  0.161
C 0.920 3.000 -0.156  0.818
C -0.550 -1.746 0.229  0.564
N 0.684 0.405 0.910  -0.010
N 1.372 2.462 0.838  -0.384
N 1.336 1.302 1.436  -0.107
N -1.313 -1.896 -0.902  -0.802
O 0.671 3.730 -1.040  -0.485
O -0.153 -2.724 0.822  -0.559
H -1.495 -1.205 -1.536  0.388
H -1.361 -2.860 -1.291  0.415

# 3
# CH3ClS2

One molecule with the formula CH3ClS2 (the ωB97M-V functional and the def2-TZVPD basis, the OMol25 dataset).

Results
Max |F|, eV Å⁻¹: 13.10
Relative energy (zero: lowest compared OMol25 entry of this formula, charge and spin), kJ/mol: 677.3
HOMO, eV: -7.15
Charge: 0

Each line ends with the natural charge from an NBO analysis.
Cartesian coordinates (Å):
C 0.520 1.255 0.004  -0.657
H 1.089 2.154 -0.235  0.234
H -0.258 1.095 -0.742  0.269
H 0.075 1.348 0.995  0.260
S -0.154 -0.748 0.005  -0.002
S -1.822 0.139 -0.003  -0.413
Cl 1.623 -0.140 -0.004  0.311

# 4
# C7H7IrN3O5SSe

C7H7IrN3O5SSe as an isolated structure (the ωB97M-V functional and the def2-TZVPD basis, the OMol25 dataset).

Results
Max |F|, eV Å⁻¹: 1.32
Relative energy (zero: lowest compared OMol25 entry of this formula, charge and spin), kJ/mol: 52.8
HOMO, eV: -3.97
Charge: -1

Each line ends with the natural charge from an NBO analysis.
Cartesian coordinates (Å):
Ir 0.794 -1.280 -0.484  0.840
O -0.298 0.207 -1.304  -0.561
N -0.341 1.419 -0.738  -0.005
C -0.973 2.383 -1.441  0.039
C -1.082 3.651 -0.953  -0.291
C -0.514 3.938 0.301  -0.177
C 0.114 2.943 0.995  -0.231
C 0.203 1.631 0.473  0.012
S 0.918 0.337 1.291  -0.068
H -1.367 2.050 -2.389  0.238
H -1.592 4.403 -1.535  0.223
H -0.575 4.935 0.716  0.216
H 0.560 3.117 1.964  0.231
O 2.057 -2.801 0.141  -0.473
N 0.935 -2.652 0.851  -0.237
Se -0.538 -2.513 -2.419  -0.109
C -0.737 -2.621 2.546  -0.694
C 0.657 -3.027 2.097  0.576
O 1.419 -3.694 2.808  -0.690
H -0.888 -2.979 3.562  0.216
H -1.490 -3.052 1.885  0.216
H -0.852 -1.537 2.518  0.222
O 0.934 -1.850 -4.659  -0.409
N 0.887 -1.776 -3.450  0.380
O 1.766 -1.232 -2.774  -0.465

# 5
# C38H31CdCl3N6O2S3

C38H31CdCl3N6O2S3 as an isolated structure (the ωB97M-V functional and the def2-TZVPD basis, the OMol25 dataset).

Results
Max |F|, eV Å⁻¹: 0.55
Relative energy (zero: lowest compared OMol25 entry of this formula, charge and spin), kJ/mol: 12.7
HOMO, eV: -7.44
Charge: 0

Each line ends with the Mulliken charge.
Cartesian coordinates (Å):
Cd 1.227 2.037 -0.928  1.079
C -2.062 5.061 0.009  -1.680
C -0.714 4.442 -0.245  1.000
N -0.559 3.168 -0.257  -0.006
N -1.663 2.346 0.030  -0.122
C -1.686 1.236 -0.628  -0.074
S -0.653 0.634 -1.900  -0.503
S -2.912 0.025 -0.221  0.019
C -3.535 0.583 1.387  -1.363
C -2.680 0.063 2.511  0.335
C -1.644 0.832 3.035  -0.200
C -0.814 0.316 4.023  -0.642
C -1.009 -0.973 4.501  -0.464
C -2.049 -1.743 3.992  -0.713
C -2.876 -1.225 3.006  -0.044
C 0.436 5.343 -0.506  -0.008
C 0.344 6.646 0.017  -0.550
C 1.300 7.613 -0.192  -0.827
C 2.406 7.291 -0.983  -0.409
C 2.531 6.035 -1.524  -0.418
C 1.572 5.012 -1.314  0.726
O 1.792 3.861 -1.892  -1.059
H -2.847 4.317 -0.052  0.380
H -2.243 5.853 -0.717  0.443
H -2.091 5.512 1.004  0.354
H -4.550 0.192 1.443  0.570
H -3.565 1.670 1.363  0.466
H -1.487 1.834 2.653  0.396
H -0.014 0.927 4.424  0.428
H -0.360 -1.375 5.269  0.404
H -2.217 -2.746 4.366  0.408
H -3.686 -1.830 2.609  0.429
H -0.511 6.898 0.633  0.252
H 1.191 8.599 0.240  0.392
H 3.171 8.035 -1.173  0.368
H 3.381 5.776 -2.144  0.409
N 9.038 2.979 -0.083  -0.437
C 7.895 2.869 -0.112  -0.202
C 6.455 2.724 -0.151  0.664
C 5.788 2.678 -1.368  -0.669
C 4.412 2.533 -1.354  -0.330
N 3.705 2.414 -0.225  0.367
C 4.357 2.469 0.933  -0.657
C 5.729 2.626 1.025  -0.553
H 6.326 2.767 -2.301  0.474
H 3.853 2.544 -2.281  0.536
H 3.756 2.374 1.829  0.472
H 6.218 2.674 1.987  0.479
Cl -5.468 -6.432 1.638  -0.221
C -4.050 -5.611 1.058  0.176
C -4.120 -4.272 0.719  -1.028
C -2.977 -3.649 0.246  0.384
C -1.766 -4.322 0.103  -0.514
C -0.588 -3.519 -0.416  0.300
C 0.378 -3.176 0.706  -1.349
N 1.285 -2.112 0.303  0.375
C 2.410 -2.205 -0.492  -0.505
C 2.829 -0.923 -0.689  -0.740
N 1.968 -0.057 -0.046  -0.135
C 1.065 -0.811 0.536  -0.222
O 0.141 -4.179 -1.432  -0.459
C -0.122 -3.662 -2.733  -0.603
C -1.499 -4.059 -3.187  0.032
C -2.378 -3.275 -3.864  0.742
Cl -2.125 -1.669 -4.406  -0.169
S -3.870 -4.058 -4.177  -0.213
C -3.330 -5.481 -3.392  -0.482
C -2.064 -5.348 -2.922  -0.667
C -1.732 -5.661 0.475  1.139
Cl -0.274 -6.613 0.391  -0.196
C -2.863 -6.312 0.943  -0.800
H -5.052 -3.732 0.814  0.493
H -3.025 -2.604 -0.040  0.188
H -1.003 -2.588 -0.819  0.390
H 0.953 -4.063 0.967  0.417
H -0.174 -2.839 1.583  0.356
H 2.787 -3.154 -0.832  0.477
H 3.671 -0.573 -1.264  0.478
H 0.224 -0.458 1.117  0.367
H 0.638 -4.104 -3.377  0.297
H -0.002 -2.576 -2.753  0.394
H -3.981 -6.339 -3.322  0.449
H -1.529 -6.127 -2.395  0.450
H -2.812 -7.355 1.220  0.478

Q: Which value of max |F| does entry 1 give?
A: 0.80 eV Å⁻¹